# 1
Formula: C2Br2Cl2S
Source: the OMol25 dataset
Level of theory: the ωB97M-V functional and the def2-TZVPD basis

spin multiplicity = 1
E = -178033.96553 eV
ΔE to the lowest compared entry with this formula, charge and spin = 370.7 kJ/mol
highest occupied orbital energy (spin up / spin down) = -8.64 / -8.79 eV
E_LUMO (spin up / spin down) = -1.6365 / -2.1055 eV

Atoms and positions in Å:
C  -0.74  0.20  -0.89
C  1.07  0.48  0.07
S  -1.09  -1.44  -0.97
Cl  1.87  1.94  -0.34
Cl  -2.39  -1.89  0.51
Br  -1.75  1.27  0.21
Br  2.11  -1.01  -0.05

# 2
Formula: C3H4N2
Source: the OMol25 dataset
Level of theory: the ωB97M-V functional and the def2-TZVPD basis

spin multiplicity = 1
E = -6152.45497 eV
ΔE to the lowest compared entry with this formula, charge and spin = 332.5 kJ/mol
highest occupied orbital energy = -8.79 eV
E_LUMO = 0.7728 eV
SMILES string = C#C/C=N/N

Atoms and positions in Å:
C  -2.71  -0.32  0.01
C  -1.53  -0.01  -0.01
C  -0.12  0.27  0.03
N  0.77  -0.64  0.05
N  2.07  -0.13  -0.11
H  -3.75  -0.39  -0.17
H  0.22  1.27  -0.17
H  2.88  -0.84  0.01
H  2.17  0.77  0.36

# 3
Formula: C21H19IN2O5
Source: the OMol25 dataset
Level of theory: the ωB97M-V functional and the def2-TZVPD basis

spin multiplicity = 1
E = -43400.09395 eV
highest occupied orbital energy = -8.64 eV
E_LUMO = 0.0339 eV
SMILES string = CN(C)C(=O)c1ccc(N(Cc2ccc(I)o2)C(=O)c2ccc(O)cc2O)cc1

Atoms and positions in Å:
C  1.49  1.94  4.75
N  2.49  2.47  3.79
C  3.71  3.06  4.23
C  2.11  2.65  2.40
O  2.70  3.42  1.64
C  1.14  1.76  1.68
C  1.49  0.44  1.64
C  0.62  -0.46  0.94
C  -0.51  -0.12  0.27
N  -1.41  -1.05  -0.24
C  -1.94  -2.14  0.69
C  -1.44  -3.49  0.20
C  -0.54  -3.91  -0.70
C  -0.50  -5.38  -0.59
C  -1.20  -5.72  0.50
I  -1.24  -7.75  1.26
O  -1.92  -4.59  0.87
C  -1.89  -0.77  -1.56
O  -3.00  -1.32  -1.81
C  -1.38  -0.02  -2.68
C  -0.01  0.30  -2.72
C  0.57  1.05  -3.78
C  -0.24  1.46  -4.88
O  0.35  2.21  -5.85
C  -1.56  1.17  -4.80
C  -2.18  0.44  -3.78
O  -3.57  0.27  -3.88
C  -0.77  1.29  0.40
C  -0.06  2.22  1.09
H  1.92  1.07  5.18
H  0.47  1.74  4.35
H  1.42  2.70  5.57
H  4.24  3.29  3.39
H  3.47  4.06  4.78
H  4.44  2.45  4.83
H  2.40  0.17  2.19
H  0.90  -1.38  0.97
H  -1.70  -2.00  1.77
H  -3.04  -2.16  0.66
H  0.04  -3.29  -1.41
H  0.10  -5.95  -1.28
H  0.67  0.07  -1.84
H  1.70  1.11  -3.86
H  -0.36  2.30  -6.53
H  -2.20  1.62  -5.53
H  -4.01  -0.17  -3.11
H  -1.58  1.63  -0.21
H  -0.21  3.31  0.99

# 4
Formula: C23H27AsN3O4RuSe2
Source: the OMol25 dataset
Level of theory: the ωB97M-V functional and the def2-TZVPD basis

spin multiplicity = 2
E = -231044.15146 eV
net charge = +2
ΔE to the lowest compared entry with this formula, charge and spin = 210.0 kJ/mol
highest occupied orbital energy (spin up / spin down) = -14.01 / -13.95 eV
expectation value of S² = 0.76
E_LUMO (spin up / spin down) = -8.2360 / -8.1999 eV

Atoms and positions in Å:
Ru  -0.18  -0.80  -0.82
O  1.49  -0.59  -1.98
C  2.28  0.37  -2.12
C  2.07  1.69  -1.71
C  3.07  2.65  -2.01
C  2.86  3.94  -1.66
C  1.68  4.34  -1.03
C  0.71  3.41  -0.73
C  0.90  2.06  -1.04
O  -0.04  1.20  -0.69
N  3.91  4.94  -1.95
O  3.65  6.09  -1.71
O  4.95  4.52  -2.40
H  3.21  0.15  -2.65
H  3.98  2.37  -2.53
H  1.55  5.39  -0.79
H  -0.22  3.70  -0.24
Se  -1.12  -1.96  -3.03
Se  -2.49  -2.19  -0.90
C  -3.26  -0.51  -1.32
C  -4.58  -0.17  -1.39
C  -4.86  1.14  -1.80
C  -3.80  1.98  -2.13
C  -2.50  1.52  -2.02
N  -2.25  0.27  -1.60
C  0.05  -3.25  -2.31
C  0.53  -4.40  -2.88
C  1.36  -5.20  -2.10
C  1.64  -4.83  -0.79
C  1.09  -3.66  -0.30
N  0.32  -2.87  -1.07
H  -5.37  -0.87  -1.15
H  -5.88  1.48  -1.87
H  -3.99  2.99  -2.47
H  -1.65  2.13  -2.28
H  0.25  -4.67  -3.89
H  1.78  -6.11  -2.51
H  2.27  -5.44  -0.16
H  1.26  -3.34  0.72
C  -1.52  1.75  2.03
C  -0.14  1.12  2.23
As  -0.08  -0.69  1.63
C  1.51  -1.45  2.41
C  2.02  -0.71  3.65
C  -1.56  -1.52  2.53
C  -1.51  -1.36  4.04
H  -1.47  2.82  2.21
H  -2.25  1.33  2.72
H  -1.89  1.59  1.01
H  0.13  1.12  3.29
H  0.63  1.67  1.70
H  2.28  -1.46  1.64
H  1.27  -2.49  2.65
H  2.33  0.30  3.42
H  2.89  -1.24  4.05
H  1.28  -0.68  4.45
H  -1.57  -2.57  2.24
H  -2.46  -1.06  2.10
H  -0.70  -1.94  4.48
H  -2.45  -1.72  4.48
H  -1.39  -0.32  4.35

# 5
Formula: C3H5FS
Source: the OMol25 dataset
Level of theory: the ωB97M-V functional and the def2-TZVPD basis

spin multiplicity = 1
E = -16741.33269 eV
ΔE to the lowest compared entry with this formula, charge and spin = 274.1 kJ/mol
highest occupied orbital energy = -9.33 eV
E_LUMO = 0.4758 eV

Atoms and positions in Å:
C  0.66  -0.43  0.65
C  -0.71  -0.53  0.02
C  -1.26  0.76  -0.34
H  1.43  0.28  -1.24
H  0.69  -1.27  1.32
H  0.40  0.58  1.36
H  -2.12  1.07  -0.93
H  -0.32  1.69  -0.06
F  -1.03  -1.71  -0.40
S  2.26  -0.44  -0.37

# 6
Formula: CO6S2
Source: the OMol25 dataset
Level of theory: the ωB97M-V functional and the def2-TZVPD basis

spin multiplicity = 1
E = -34989.75788 eV
ΔE to the lowest compared entry with this formula, charge and spin = 124.4 kJ/mol
highest occupied orbital energy = -11.07 eV
E_LUMO = -1.3142 eV

Atoms and positions in Å:
C  -0.93  1.01  -0.03
O  -1.70  1.88  0.22
O  -1.09  -2.15  0.94
O  -1.23  -0.19  -0.60
O  0.37  1.09  0.25
O  3.11  0.21  -0.36
O  1.07  -1.35  -0.39
S  -0.61  -1.75  -0.35
S  1.91  -0.14  0.36

# 7
Formula: C21H31N3O2S
Source: the OMol25 dataset
Level of theory: the ωB97M-V functional and the def2-TZVPD basis

spin multiplicity = 1
E = -41681.40704 eV
ΔE to the lowest compared entry with this formula, charge and spin = 86.5 kJ/mol
highest occupied orbital energy = -8.41 eV
E_LUMO = -0.0023 eV
SMILES string = CC(C)NC(=O)C1CCN(C2CCN(C(=O)/C=C/c3cccs3)CC2)CC1

Atoms and positions in Å:
C  5.77  -4.73  0.91
C  4.48  -5.51  1.19
C  4.04  -6.31  -0.03
N  3.43  -4.59  1.59
C  2.83  -4.63  2.79
O  3.11  -5.44  3.64
C  1.74  -3.58  3.00
C  2.28  -2.15  2.88
C  1.13  -1.16  3.12
N  0.01  -1.32  2.21
C  0.14  -0.84  0.84
C  1.11  0.34  0.67
C  1.10  0.83  -0.78
N  -0.24  1.24  -1.16
C  -0.46  2.54  -1.48
O  0.46  3.33  -1.60
C  -1.86  2.97  -1.69
C  -2.11  4.12  -2.32
C  -3.40  4.69  -2.56
C  -4.65  4.24  -2.20
C  -5.69  5.08  -2.62
C  -5.24  6.17  -3.30
S  -3.53  6.19  -3.44
C  -1.19  0.16  -1.07
C  -1.25  -0.36  0.37
C  -0.49  -2.68  2.30
C  0.57  -3.76  2.03
H  6.57  -5.42  0.66
H  6.06  -4.16  1.78
H  5.63  -4.05  0.07
H  4.63  -6.17  2.04
H  4.81  -7.04  -0.30
H  3.12  -6.85  0.18
H  3.87  -5.66  -0.88
H  3.16  -3.89  0.91
H  1.37  -3.72  4.02
H  2.71  -1.98  1.89
H  3.06  -1.98  3.62
H  1.49  -0.13  3.08
H  0.73  -1.32  4.13
H  0.47  -1.64  0.16
H  2.13  0.05  0.92
H  0.80  1.16  1.32
H  1.75  1.69  -0.90
H  1.43  0.03  -1.45
H  -2.66  2.38  -1.27
H  -1.26  4.68  -2.70
H  -4.81  3.33  -1.64
H  -6.73  4.89  -2.43
H  -5.81  6.97  -3.73
H  -2.17  0.47  -1.41
H  -0.85  -0.65  -1.73
H  -1.58  0.44  1.04
H  -1.97  -1.17  0.43
H  -1.32  -2.80  1.60
H  -0.88  -2.81  3.31
H  0.92  -3.68  1.00
H  0.13  -4.75  2.16

# 8
Formula: C9H9I2MnNO4S2Ti
Source: the OMol25 dataset
Level of theory: the ωB97M-V functional and the def2-TZVPD basis

spin multiplicity = 6
E = -111415.81384 eV
net charge = +4
highest occupied orbital energy (spin up / spin down) = -23.08 / -22.94 eV
expectation value of S² = 8.83
E_LUMO (spin up / spin down) = -16.6867 / -18.1275 eV

Atoms and positions in Å:
I  3.05  -2.01  1.12
I  3.60  1.73  0.82
Mn  0.09  1.43  1.44
Ti  0.69  -1.41  1.52
S  0.87  0.16  -0.11
C  -0.56  -2.55  0.45
C  -0.19  -2.85  3.03
C  -0.01  0.03  -2.01
C  0.54  1.29  -2.65
C  -1.51  0.03  -1.81
C  0.58  -1.25  -2.56
C  -0.35  2.55  2.82
C  -0.97  2.48  0.35
O  -0.89  -3.48  3.70
O  -1.50  -3.03  -0.08
O  -0.73  3.35  3.59
O  -1.40  3.36  -0.28
H  0.23  1.34  -3.71
H  1.64  1.30  -2.61
H  0.18  2.21  -2.16
H  -1.98  0.00  -2.81
H  -1.85  0.94  -1.28
H  -1.83  -0.86  -1.24
H  0.28  -1.34  -3.62
H  0.22  -2.13  -2.02
H  1.68  -1.22  -2.52
S  -0.04  -0.09  5.64
C  0.01  -0.07  4.08
N  0.16  0.08  2.88

# 9
Formula: C36H33I3N2O6SSeY
Source: the OMol25 dataset
Level of theory: the ωB97M-V functional and the def2-TZVPD basis

spin multiplicity = 1
E = -154669.75922 eV
net charge = -1
ΔE to the lowest compared entry with this formula, charge and spin = 4.9 kJ/mol
highest occupied orbital energy = -4.77 eV
E_LUMO = 1.9222 eV

Atoms and positions in Å:
Y  0.22  0.18  -1.40
I  -0.72  -0.07  3.06
C  -0.38  -2.06  2.40
I  -1.24  -2.56  0.53
H  -0.82  -2.72  3.13
H  0.69  -2.20  2.30
C  7.97  -1.20  -2.60
C  6.71  -1.18  -1.77
C  6.76  -1.46  -0.40
C  5.61  -1.46  0.36
C  4.39  -1.18  -0.23
C  4.32  -0.91  -1.59
C  5.48  -0.90  -2.34
S  2.92  -1.26  0.75
O  2.28  -2.52  0.47
O  3.32  -1.03  2.12
N  1.95  -0.11  0.21
C  2.20  1.23  0.52
C  3.28  1.79  1.20
C  3.32  3.17  1.33
C  2.31  3.96  0.79
C  1.28  3.32  0.12
N  1.23  2.00  0.01
H  8.85  -1.09  -1.97
H  7.97  -0.40  -3.33
H  8.06  -2.14  -3.15
H  7.72  -1.67  0.06
H  5.65  -1.66  1.43
H  3.37  -0.69  -2.07
H  5.42  -0.67  -3.40
H  4.06  1.17  1.62
H  4.14  3.63  1.85
H  2.32  5.04  0.87
H  0.47  3.87  -0.35
C  -0.64  -6.30  -6.80
C  -0.55  -5.14  -5.85
C  -1.55  -4.89  -4.93
C  -1.47  -3.82  -4.03
C  -2.58  -3.64  -3.02
C  -0.34  -3.01  -4.06
C  0.70  -3.25  -4.97
C  1.94  -2.40  -5.02
C  0.56  -4.31  -5.86
C  -0.18  -1.88  -3.09
O  -1.09  -1.00  -2.96
O  0.89  -1.80  -2.41
H  -1.67  -6.68  -6.86
H  -0.01  -7.13  -6.48
H  -0.32  -6.02  -7.80
H  -2.43  -5.52  -4.90
H  -3.51  -4.04  -3.42
H  -2.73  -2.60  -2.76
H  -2.36  -4.21  -2.11
H  1.74  -1.35  -4.85
H  2.43  -2.52  -5.99
H  2.64  -2.71  -4.24
H  1.35  -4.49  -6.58
Se  1.88  1.31  -3.39
C  0.87  2.76  -4.11
C  -0.37  2.56  -4.72
C  -1.09  3.63  -5.24
C  -0.58  4.92  -5.17
C  0.65  5.13  -4.57
C  1.37  4.07  -4.05
H  -0.77  1.56  -4.77
H  -2.05  3.44  -5.70
H  -1.15  5.75  -5.58
H  1.06  6.13  -4.51
H  2.33  4.24  -3.57
I  -7.36  4.87  0.26
C  -5.63  3.80  -0.14
C  -4.76  4.24  -1.13
C  -3.61  3.52  -1.39
C  -3.32  2.37  -0.66
C  -4.19  1.94  0.33
C  -5.35  2.65  0.60
C  -2.06  1.60  -0.94
O  -1.31  1.98  -1.87
O  -1.78  0.60  -0.22
H  -4.99  5.13  -1.69
H  -2.92  3.83  -2.17
H  -3.94  1.05  0.89
H  -6.03  2.32  1.37

# 10
Formula: C29H35N7OP2SV
Source: the OMol25 dataset
Level of theory: the ωB97M-V functional and the def2-TZVPD basis

spin multiplicity = 3
E = -98215.85488 eV
net charge = +1
ΔE to the lowest compared entry with this formula, charge and spin = 157.0 kJ/mol
highest occupied orbital energy (spin up / spin down) = -10.51 / -10.58 eV
expectation value of S² = 2.02
E_LUMO (spin up / spin down) = -2.4686 / -2.5076 eV

Atoms and positions in Å:
V  10.94  8.46  19.44
N  9.91  4.80  21.33
C  10.63  5.81  20.75
S  10.44  7.34  21.53
N  11.30  5.58  19.69
N  11.94  6.67  19.12
C  13.10  6.48  18.51
C  13.87  7.55  17.92
C  15.00  7.21  17.12
C  15.85  8.23  16.72
C  15.63  9.52  17.16
C  14.51  9.89  17.85
C  13.61  8.88  18.23
O  12.59  9.20  18.95
H  9.86  4.89  22.32
H  10.24  3.88  21.04
H  13.59  5.53  18.52
H  15.02  6.30  16.54
H  16.63  7.98  16.03
H  16.21  10.35  16.89
H  14.36  10.94  18.15
C  8.57  10.26  21.59
P  10.24  10.45  20.78
C  11.44  10.94  22.05
C  9.98  11.93  19.75
C  9.19  11.46  18.52
P  10.05  10.06  17.70
C  11.30  10.79  16.64
C  8.89  9.39  16.47
H  8.34  11.26  22.00
H  8.67  9.53  22.41
H  7.84  9.92  20.93
H  11.06  11.72  22.73
H  12.40  11.20  21.65
H  11.61  10.06  22.69
H  10.96  12.33  19.62
H  9.30  12.56  20.38
H  9.10  12.21  17.75
H  8.19  11.17  18.81
H  10.78  11.47  15.92
H  11.80  10.02  16.06
H  12.02  11.42  17.16
H  8.84  10.09  15.65
H  7.87  9.22  16.88
H  9.36  8.45  16.14
C  7.04  5.53  17.93
C  6.92  6.37  19.00
C  7.97  7.22  19.27
N  9.14  7.26  18.61
C  9.30  6.38  17.61
C  8.25  5.47  17.24
H  6.15  5.01  17.55
H  5.97  6.39  19.57
H  7.80  8.00  19.98
H  10.18  6.35  16.96
H  8.37  4.92  16.27
N  7.56  9.09  6.67
C  8.14  8.78  7.62
C  8.74  8.51  8.90
C  9.21  7.24  9.19
C  9.83  6.93  10.43
C  9.99  7.98  11.34
C  9.42  9.20  11.05
C  8.78  9.48  9.89
N  10.67  7.72  12.55
C  11.93  7.18  12.67
C  12.15  7.08  14.04
N  10.99  7.39  14.73
C  10.12  7.85  13.83
H  9.16  6.46  8.46
H  10.22  5.96  10.64
H  9.46  10.02  11.83
H  8.30  10.51  9.70
H  12.57  7.06  11.81
H  13.05  6.71  14.54
H  9.08  7.99  13.95

# 11
Formula: C25H58N2O2PmSi3
Source: the OMol25 dataset
Level of theory: the ωB97M-V functional and the def2-TZVPD basis

spin multiplicity = 5
E = -74125.99926 eV
net charge = +1
highest occupied orbital energy (spin up / spin down) = -10.31 / -10.33 eV
expectation value of S² = 6.01
E_LUMO (spin up / spin down) = -2.4285 / -2.2326 eV

Atoms and positions in Å:
O  0.88  1.79  0.75
O  0.24  4.28  -2.26
C  0.18  2.63  1.82
C  0.92  2.91  3.11
H  -0.75  2.08  1.99
H  -0.08  3.57  1.31
H  1.09  2.03  3.74
H  0.26  3.57  3.67
H  1.86  3.45  3.00
C  2.20  2.38  0.30
C  2.21  3.89  0.25
H  2.41  1.97  -0.70
H  2.96  2.00  1.00
H  1.38  4.25  -0.37
H  3.14  4.22  -0.20
H  2.16  4.34  1.25
C  0.69  3.36  -3.26
C  -1.13  4.76  -2.39
C  2.07  3.73  -3.78
H  -0.03  3.23  -4.10
H  0.67  2.38  -2.72
H  2.08  4.76  -4.18
H  2.37  3.06  -4.60
H  2.83  3.65  -2.99
C  -1.04  6.11  -3.12
H  -1.45  4.83  -1.33
H  -1.80  4.03  -2.89
H  -0.24  6.74  -2.69
H  -1.96  6.68  -3.08
H  -0.82  5.87  -4.17
H  -2.77  1.82  -2.67
Pm  0.80  -0.55  0.97
C  -2.51  1.23  -1.81
Si  -3.87  -0.01  -1.53
H  -2.31  1.94  -1.01
H  -1.57  0.69  -2.07
C  -5.17  1.04  -0.69
C  -3.46  -1.45  -0.36
C  -4.16  -0.73  -3.26
C  2.61  -0.82  2.50
Si  3.71  -1.33  1.06
H  2.31  -1.59  3.25
H  2.87  0.08  3.08
C  5.23  -0.29  1.00
C  2.85  -1.10  -0.66
C  4.04  -3.15  1.20
H  -3.47  -0.22  -3.96
H  -5.19  -0.57  -3.60
H  -3.96  -1.81  -3.32
H  -5.04  1.04  0.40
H  -6.20  0.77  -0.91
H  -5.00  2.07  -1.04
H  -3.22  -1.11  0.66
H  -2.61  -2.05  -0.69
H  -4.34  -2.11  -0.30
H  3.71  -1.29  -1.32
H  2.50  -0.08  -0.93
H  2.08  -1.84  -0.95
H  4.87  -3.43  0.54
H  3.17  -3.77  0.96
H  4.33  -3.36  2.24
H  6.02  -0.79  0.42
H  5.61  -0.11  2.01
H  5.04  0.69  0.55
C  -1.52  0.12  4.06
C  -1.44  -1.31  3.61
C  -1.99  -2.36  4.32
C  -1.90  -3.66  3.82
C  -1.29  -3.88  2.59
C  -0.75  -2.79  1.88
N  -0.82  -1.52  2.42
N  -0.13  -2.81  0.67
Si  -0.01  -4.22  -0.40
C  1.08  -5.53  0.37
C  -1.72  -4.93  -0.72
C  0.70  -3.73  -2.06
H  -0.53  0.54  4.30
H  -1.99  0.77  3.31
H  -2.12  0.17  4.98
H  -2.47  -2.13  5.27
H  -2.31  -4.49  4.38
H  -1.21  -4.88  2.15
H  0.89  -5.63  1.45
H  0.85  -6.50  -0.10
H  2.15  -5.33  0.23
H  -2.36  -4.23  -1.26
H  -1.59  -5.84  -1.33
H  -2.23  -5.22  0.21
H  0.13  -2.93  -2.53
H  1.76  -3.44  -2.02
H  0.63  -4.61  -2.71